1.
Density functional theory data (ωB97M-V/def2-TZVPD) for a structure of composition C40H47BrCl2HfN7O5S.

Geometry as XYZ:
```
104
Properties=species:S:1:pos:R:3:forces:R:3:lowdin_charge:R:1
C 1.802 -3.941 -2.360 -0.0818 0.0168 -0.0286 -0.10
C 1.149 3.570 -0.279 0.0250 0.0730 -0.1248 -0.04
C 3.356 -5.212 -3.690 -0.0415 -0.0286 0.0045 0.02
C -0.780 1.974 1.784 0.0295 -0.1139 0.0109 -0.10
C -4.640 -5.337 0.223 -0.0012 0.0011 0.0368 -0.18
H -2.247 1.771 -0.708 0.0027 0.0556 -0.0098 0.07
C -4.881 -0.237 1.074 0.0010 0.0737 -0.0419 -0.19
H -4.826 -6.190 0.882 0.0124 0.0100 0.0043 0.12
C 3.027 -4.020 -3.073 -0.0414 -0.0241 -0.0014 -0.18
C 0.996 2.170 0.070 -0.0059 0.0340 0.2051 -0.25
C 1.311 -6.224 -2.930 -0.0284 0.0334 0.0650 0.01
H -4.823 -1.846 5.024 0.0069 0.0046 0.0098 0.08
H 3.528 -2.066 -3.804 -0.0073 -0.0257 0.0017 0.08
C -5.004 -1.751 3.954 0.0080 -0.0731 -0.0310 -0.10
H -4.586 0.354 3.789 0.0130 0.0027 -0.0144 0.11
N -3.179 -3.331 0.051 -0.0071 0.0184 -0.0644 0.03
H 4.285 -5.283 -4.240 0.0082 0.0045 -0.0005 0.13
N 1.899 -0.066 0.208 -0.1334 0.2402 0.0856 -0.12
C 2.925 -2.117 0.941 0.0490 0.0336 -0.0201 -0.04
H 3.021 1.731 0.032 -0.0007 -0.0155 -0.0364 0.12
H -5.256 0.198 0.145 0.0106 -0.0006 0.0108 0.12
Cl -0.818 -1.708 2.553 0.1171 -0.2024 -0.0322 0.71
H -6.218 -0.018 4.282 -0.0059 -0.0028 -0.0096 0.11
C 4.325 -0.459 -0.083 -0.0879 -0.0582 0.0178 -0.02
C 0.584 -1.577 -4.855 0.1758 -0.1422 -0.0067 -0.34
H 2.118 -7.827 -5.093 -0.0029 -0.0033 -0.0018 0.10
O -0.610 -2.465 1.280 -0.3832 0.1489 -0.2712 -0.44
H 6.379 -1.005 -0.334 0.0031 -0.0035 0.0032 0.11
H 3.839 -7.526 -4.819 -0.0014 -0.0029 -0.0008 0.08
N 1.311 -2.322 -5.354 -0.0218 0.0161 -0.0247 0.15
H -3.038 3.495 1.536 -0.0176 -0.0067 -0.0196 0.12
C -5.965 -4.668 -0.139 0.0039 0.0077 -0.0333 -0.25
H -1.070 -4.354 -2.051 0.0245 0.0195 -0.0041 0.09
H -1.690 1.387 1.954 0.0239 0.1029 -0.0101 0.11
H -0.253 -4.706 -0.524 -0.0203 -0.0094 -0.0004 0.08
C -1.098 3.519 -1.103 -0.1212 -0.1340 0.0441 -0.05
H 4.487 0.500 -0.555 -0.0461 0.0108 -0.0057 0.11
Br 6.714 -3.764 0.671 -0.0147 0.0180 -0.0029 0.76
H 0.692 6.002 3.585 0.0075 -0.0003 -0.0007 0.11
C 3.060 -0.849 0.370 0.0689 -0.2005 -0.0648 -0.28
H 0.009 1.555 2.400 -0.0136 0.0046 0.0020 0.11
C -5.926 -0.118 2.174 -0.0156 -0.0182 -0.0130 -0.18
H -6.385 -3.829 1.851 0.0185 0.0091 -0.0143 0.04
H 1.965 -2.436 1.330 0.0043 0.0083 -0.0011 0.09
O 0.182 -0.650 2.378 -0.1932 0.3357 0.0343 -0.38
H -5.099 -2.332 1.289 0.0214 0.0279 0.0119 0.10
C -2.210 4.044 1.967 0.0249 0.0140 -0.0214 -0.04
C -3.654 -4.405 0.919 -0.0127 -0.0156 0.0883 -0.15
C -0.124 -0.307 -3.131 0.0082 0.0936 0.0906 -0.31
H 4.241 -2.445 -2.222 0.0060 -0.0014 0.0078 0.07
N -0.047 0.142 -2.037 -0.0531 0.0342 -0.1045 0.01
C 0.935 -5.067 -2.284 0.0586 -0.0241 -0.0455 -0.16
H 0.237 5.265 -1.160 0.0157 0.0046 -0.0021 0.11
C 1.469 -2.688 -1.787 0.0531 -0.0816 0.0031 -0.14
C -2.388 5.372 2.317 0.0133 -0.0081 0.0131 -0.09
C -0.377 -5.040 -1.555 -0.0269 -0.0268 0.0382 -0.03
H 0.996 3.631 2.947 0.0056 0.0004 -0.0002 0.12
H -2.768 -4.953 1.247 -0.0239 -0.0343 -0.0162 0.13
C -1.329 6.067 2.880 0.0071 -0.0023 0.0145 -0.66
H -1.860 3.955 -1.735 -0.0036 -0.0005 -0.0079 0.12
N -0.275 -0.742 -4.288 -0.1654 0.1138 -0.1214 0.14
C -0.987 3.412 2.159 -0.0192 -0.0137 0.0101 -0.22
Hf -0.121 -0.610 -0.059 0.2189 -0.8985 -0.2126 1.60
C 4.002 -2.983 1.033 0.0063 -0.0151 0.0118 -0.11
H 2.885 -8.420 -3.627 -0.0052 -0.0045 0.0004 0.09
H -6.350 0.885 2.097 0.0126 0.0075 -0.0050 0.12
H -7.145 -5.368 1.538 -0.0130 -0.0158 -0.0123 0.08
H -3.970 0.300 1.348 -0.0385 -0.0075 0.0090 0.09
H -6.500 -5.299 -0.850 0.0127 -0.0165 0.0024 0.11
H -7.781 -3.908 0.784 0.0024 -0.0002 -0.0036 0.08
C 5.408 -1.317 0.027 0.0209 -0.0758 0.0326 -0.13
O 0.434 -2.446 -1.113 0.1608 0.3100 0.2386 -0.18
C -1.329 2.326 -0.564 -0.1898 -0.0558 -0.0445 -0.15
Cl -1.541 7.729 3.318 0.0004 0.0130 0.0035 0.69
H 2.118 4.028 -0.122 0.0034 0.0142 -0.0167 0.12
C 0.140 4.233 -0.858 0.1603 -0.0186 0.1150 -0.06
C -5.422 -0.327 3.602 -0.0068 0.0378 0.0304 -0.24
O -2.123 -1.141 2.549 -0.1000 0.0754 -0.0410 -0.30
H -4.081 -3.964 1.823 0.0067 -0.0179 -0.0260 0.11
H -4.085 -2.046 3.448 -0.0817 -0.0004 0.0288 0.04
N -0.374 1.687 0.338 0.2357 0.1438 -0.0180 -0.17
C 3.969 -2.858 -3.194 0.0568 0.0490 -0.0159 -0.02
C 5.244 -2.582 0.571 0.0026 0.0574 -0.0172 -0.71
C 2.511 -6.315 -3.639 0.0431 0.0522 0.0004 -0.22
H -5.768 -3.732 -0.672 -0.0070 -0.0034 0.0080 0.10
N -4.531 -1.636 0.826 -0.0254 -0.0754 0.0771 0.05
H -2.432 -3.549 -0.590 0.0486 0.0160 0.0417 0.09
H 3.875 -3.963 1.473 0.0068 0.0000 -0.0016 0.11
H 2.162 -1.858 -1.947 0.0104 -0.0436 -0.0343 0.12
H -0.817 -6.036 -1.556 -0.0118 0.0023 -0.0135 0.09
C 2.867 -7.591 -4.335 0.0229 -0.0182 -0.0174 -0.03
H 4.885 -3.178 -3.687 0.0013 0.0102 0.0023 0.09
H -4.160 -5.739 -0.673 -0.0010 0.0228 -0.0273 0.11
H -6.754 -0.803 1.959 -0.0046 -0.0126 0.0106 0.12
C -3.514 -2.048 0.093 -0.0784 -0.0059 0.0488 -0.74
H -3.336 5.868 2.166 -0.0056 0.0016 -0.0057 0.11
C -0.111 5.449 3.120 -0.0381 0.0244 -0.0058 -0.09
O -0.579 -2.519 3.665 0.2384 -0.2017 0.2267 -0.20
C -6.864 -4.425 1.068 -0.0096 0.0196 0.0373 -0.09
H -5.793 -2.466 3.701 -0.0251 0.0037 0.0117 0.07
S -2.646 -0.928 -0.910 0.1765 0.1176 0.0551 0.71
C 0.048 4.122 2.761 0.0171 -0.0151 -0.0539 -0.03
C 2.028 1.305 0.107 -0.0414 0.2280 -0.0255 -0.09
H 0.660 -7.089 -2.888 -0.0113 -0.0018 0.0014 0.13
```
Positions in Å, forces in eV/Å.

Its total charge is +1. The max |F| comes out at 0.95 eV/A. For the orbital gap, the calculation gives 6.35 eV. The energy above the lowest of the compared OMol25 structures with the same formula, charge and spin comes out at 13.5 kcal/mol. As for the spin multiplicity: 1.

***

2.
Density functional theory data (ωB97M-V/def2-TZVPD) for an isolated molecule of C2H4O3S.

Geometry as XYZ:
```
10
Properties=species:S:1:pos:R:3:forces:R:3:lowdin_charge:R:1
S -1.902 -0.188 0.441 -0.4262 -0.2549 0.1317 0.84
C 0.996 -0.496 0.286 0.2473 0.0794 3.2004 -0.12
H 0.706 -0.690 1.380 0.8132 0.3347 -1.0567 0.13
O 0.272 1.425 -0.030 -0.4203 -1.4715 0.2852 -0.05
C -0.270 0.057 -0.277 -0.2930 1.6338 -1.3549 -0.88
H -0.940 0.479 -2.100 0.0807 -0.0232 0.5821 0.12
O 1.588 0.816 0.147 0.4621 -0.4473 0.1164 -0.06
H 1.663 -1.340 0.022 -0.8090 0.6066 -0.8411 0.14
H -1.747 0.084 1.762 0.4557 0.0822 -0.5076 -0.11
O -0.366 -0.148 -1.631 -0.1105 -0.5398 -0.5555 -0.01
```
Positions in Å, forces in eV/Å.

The max |F| comes out at 3.21 eV/A. For the orbital gap, the calculation gives 10.33 eV. The energy above the lowest of the compared OMol25 structures with the same formula, charge and spin comes out at 81.8 kcal/mol. As for the SMILES: O[C@@]1(S)COO1. As for the spin multiplicity: 1.

***

3.
Density functional theory data (ωB97M-V/def2-TZVPD) for a structure of composition C24H23N3O4S6SbSiV.

Geometry as XYZ:
```
63
Properties=species:S:1:pos:R:3:forces:R:3:lowdin_charge:R:1
V -0.103 1.181 0.200 0.4803 -1.3628 -1.0847 0.27
C -3.341 -6.016 1.531 -0.0088 -0.0098 0.0044 -0.10
C -4.760 2.498 0.889 -0.0382 -0.0004 -0.0182 -0.03
C -5.768 2.759 -0.013 0.0523 -0.0018 -0.0285 -0.09
S 0.282 -2.996 3.209 0.0210 0.0614 0.0412 -0.27
C -3.938 -4.782 1.312 0.0379 0.0210 -0.0253 -0.09
H -6.769 2.988 0.329 0.0075 -0.0059 -0.0006 0.09
C -3.143 2.160 -0.903 0.0555 0.0538 -0.0660 -0.56
S -1.597 1.761 -1.636 -0.0845 -0.1106 0.1558 0.71
H 7.161 1.108 2.675 -0.0184 -0.0155 -0.0145 0.09
C -1.881 -3.940 0.345 -0.1131 -0.1854 0.1110 -0.30
H -1.086 -2.957 -2.887 -0.0394 0.0020 0.0150 0.03
C 1.630 1.597 -1.627 0.0050 0.3373 0.3241 -0.75
C 4.912 2.287 2.236 -0.0439 -0.0064 0.0283 -0.03
H 4.969 1.893 3.244 0.0034 0.0060 -0.0084 0.11
C 3.718 2.789 1.763 0.0549 0.0615 -0.0565 -0.08
H 2.837 2.793 2.389 -0.0077 -0.0089 -0.0228 0.10
H -0.258 -5.353 0.316 -0.0071 0.0159 0.0105 0.10
H -6.243 2.913 -2.107 0.0144 0.0032 0.0028 0.10
S 2.574 1.967 -3.023 -0.0093 0.1376 0.0374 1.08
O 1.335 4.340 0.894 -0.0940 0.1557 -0.0403 -0.27
N 1.035 0.421 -1.660 0.0451 0.5911 -0.1382 -0.07
O 2.325 4.445 -1.409 0.0050 0.1368 -0.0220 -0.33
H -4.951 2.507 1.954 0.0116 -0.0022 -0.0023 0.12
C 2.118 0.442 -3.689 -0.0098 -0.0742 -0.0422 -0.39
H -4.966 -4.615 1.612 0.0025 -0.0014 -0.0003 0.10
O -1.158 2.087 1.181 -1.7559 0.7655 1.2692 -0.28
C -1.298 -5.188 0.574 -0.0600 -0.0322 0.0246 -0.11
H 1.155 -3.404 0.529 0.0445 0.0387 -0.0380 -0.01
Si -0.911 -2.561 -0.445 0.0209 0.2204 0.0885 0.24
Sb -0.306 -0.833 2.944 0.0745 -0.2555 -0.1527 0.46
S 1.461 0.161 1.506 0.0713 0.0277 0.2045 0.06
C -2.020 -6.220 1.159 0.0072 0.0522 -0.0270 -0.09
H 1.215 -3.506 -1.258 -0.0177 -0.0022 0.0158 0.04
S -1.515 -0.770 0.591 -0.2985 -0.1209 0.4162 0.29
C -3.213 -3.757 0.722 -0.0143 -0.0763 0.0010 -0.11
C -1.537 -2.263 -2.170 -0.0817 0.0579 -0.2748 -0.21
O -2.772 1.698 2.691 -0.0216 0.0577 0.3647 0.10
C 6.040 2.249 1.415 0.0871 -0.0525 0.0344 -0.32
C 5.958 2.757 0.119 -0.0142 0.0156 -0.0513 -0.03
H -1.325 -1.236 -2.477 -0.0582 -0.0502 -0.0284 -0.01
H 2.477 0.120 -4.651 0.0024 -0.0102 0.0128 0.06
H -3.685 -2.791 0.576 0.0157 -0.0018 0.0003 0.09
N 1.337 2.354 -0.526 0.4691 0.0234 -0.6012 -0.29
N 7.246 1.750 1.904 -0.0005 0.0807 0.0063 0.09
C -4.193 2.423 -1.803 0.0180 0.0092 -0.0241 -0.13
H -3.972 2.379 -2.863 -0.0030 -0.0014 0.0054 0.09
H -1.545 -7.176 1.343 0.0011 0.0033 -0.0054 0.10
C -2.490 1.957 1.562 0.6814 0.2637 -0.7934 -0.54
H 6.836 2.745 -0.518 -0.0051 0.0026 0.0058 0.11
H 4.692 3.653 -1.367 -0.0109 -0.0085 0.0009 0.10
S 2.085 3.752 -0.170 -0.0440 -0.1708 -0.0846 0.58
C 1.290 -0.215 -2.852 -0.0536 -0.2360 0.1826 -0.23
H -3.901 -6.815 2.001 -0.0014 -0.0031 -0.0001 0.09
C 3.642 3.279 0.461 0.2048 -0.2655 0.1138 -0.30
C -5.468 2.719 -1.375 -0.0163 -0.0025 0.0156 -0.09
C 4.762 3.262 -0.361 -0.0061 0.0232 0.0904 -0.07
H -2.621 -2.398 -2.197 0.0110 0.0241 -0.0298 0.03
H 1.451 -1.955 -0.413 0.0656 0.0255 -0.0505 -0.02
H 7.891 1.425 1.203 -0.0165 -0.0175 -0.0068 0.08
C 0.903 -2.896 -0.404 0.2383 -0.1031 0.0544 -0.22
C -3.457 2.214 0.465 0.1288 -0.0997 0.1024 -0.16
H 0.857 -1.187 -3.035 0.0156 0.0204 -0.0011 0.10
```
Positions in Å, forces in eV/Å.

As for the expectation value of S²: 0.769. Its total charge is -1. The max |F| comes out at 2.30 eV/A. For the orbital gap (spin up / spin down), the calculation gives 6.38 / 7.00 eV. The energy above the lowest of the compared OMol25 structures with the same formula, charge and spin comes out at 0.0 kcal/mol. As for the spin multiplicity: 2.